Molecular formula: C22H35BN3O5S
Method: DFT, ωB97M-V with the def2-TZVPD basis set

* strongest force on any atom: 2.265 eV/A
* HOMO-LUMO gap: 8.402 eV
* total charge: +1
* LUMO energy: -0.1082 Eh

Last column: natural (NBO) charge in e.
Cartesian coordinates (Å):
S: -2.01449 3.84454 -0.06319  -0.0070
O: 3.38728 -2.97552 3.07423  -0.5030
O: -2.87418 1.99269 -3.35738  -0.5787
O: -1.85990 2.70599 -5.21367  -0.4855
O: -0.29898 -0.33237 -0.93798  -0.9313
O: 1.22517 -3.26182 3.53060  -0.5815
N: 2.88049 2.73448 0.28484  -0.8722
N: 1.03446 3.27572 -1.05136  -0.5235
N: 0.64472 2.51531 1.06969  -0.5456
C: 2.36564 -3.33318 3.88897  0.7991
C: -0.15372 2.57123 -1.62593  -0.2336
C: 4.34585 -3.28142 5.20346  -0.4287
C: 1.11452 -0.59603 1.19913  -0.8767
C: -2.60036 -2.48385 0.41287  -0.2348
C: 1.52106 2.82905 0.12233  0.7037
C: -1.05385 2.13866 -6.26468  -0.0731
C: -3.27127 -2.42677 -0.80267  -0.2219
C: 4.65389 -3.24077 3.71081  -0.0709
C: 2.91404 -3.81852 5.21452  -0.5302
C: -1.42064 1.47977 1.91065  -0.4039
C: -0.38484 0.91990 -5.63704  -0.4277
C: -2.14631 1.77288 -4.28238  0.7926
C: 1.84743 -1.80702 0.57806  -0.6093
C: -0.51937 1.59797 0.66318  -0.2324
C: -3.83879 -1.23142 -1.22351  -0.1937
C: -1.44065 0.47295 -4.62618  -0.5362
C: -2.88105 1.11099 1.62151  -0.4263
C: -1.17567 2.29278 -0.52978  -0.3717
C: -3.72595 -0.09376 -0.43401  -0.2088
C: -3.02843 -0.12634 0.76723  -0.0522
C: -2.47418 -1.33927 1.18476  -0.1790
B: 0.11287 0.16180 0.26092  1.1535
H: 2.87780 -4.90901 5.21841  0.2463
H: -1.71164 1.87105 -7.09278  0.1903
H: -0.25412 -1.29495 -0.99926  0.5150
H: -1.02826 0.01700 -3.72868  0.2425
H: 3.37443 2.09898 -0.31632  0.4247
H: -0.11119 0.16174 -6.36656  0.2339
H: 1.71078 -1.88263 -0.50188  0.1831
H: -0.58791 3.22131 -2.38410  0.2410
H: 2.31282 -3.43647 6.03425  0.2491
H: 4.36089 -2.27014 5.61163  0.2109
H: 1.51250 -2.72174 1.06114  0.2442
H: 2.91307 -1.73233 0.78422  0.2235
H: -2.17400 -0.20393 -5.06714  0.2484
H: -3.43810 1.94707 1.19866  0.2264
H: 5.05525 -3.88205 5.76712  0.2327
H: -1.90281 1.61867 -0.98046  0.2945
H: -3.35804 0.90122 2.58333  0.2387
H: 0.52320 1.22614 -5.11350  0.1986
H: 1.09932 2.20932 1.92119  0.4108
H: 1.81009 3.33628 -1.70309  0.4047
H: -2.18073 -3.41630 0.77190  0.2251
H: -4.16162 0.83925 -0.77564  0.2274
H: 1.83468 0.07822 1.67153  0.2224
H: -1.95423 -1.38100 2.13707  0.2050
H: -4.37601 -1.17613 -2.16208  0.2235
H: -1.38606 2.45423 2.40526  0.2391
H: 5.35186 -2.45519 3.43312  0.1971
H: -3.35826 -3.31467 -1.41561  0.2214
H: 0.17422 1.65926 -2.12313  0.2255
H: 3.37872 3.22556 1.00553  0.4308
H: -1.36182 4.66671 -0.88955  0.1295
H: -1.00327 0.74944 2.60819  0.2192
H: 0.49660 -0.97253 2.02577  0.2762
H: -0.35140 2.89452 -6.60477  0.2028
H: 5.02847 -4.19555 3.33820  0.1860


Molecular formula: C22H35BrGeN4Pt
Method: DFT, ωB97M-V with the def2-TZVPD basis set

* relative energy (zero: lowest compared OMol25 entry of this formula, charge and spin): 102.8 kJ/mol
* strongest force on any atom: 3.640 eV/A
* HOMO-LUMO gap (spin up / spin down): 5.732 / 5.230 eV
* LUMO energy (spin up / spin down): -0.0295 / -0.0407 Eh

Last column: Mulliken charge in e.
Cartesian coordinates (Å):
Pt: 0.20557 -0.24266 0.30434  2.7095
Br: -0.20261 -2.65297 0.61745  -0.6797
Ge: -3.37469 -0.16574 0.45361  0.6098
N: 0.80581 1.05574 -2.48124  -0.7452
N: 2.54368 -0.27112 0.70549  0.1093
N: 0.74268 -0.14543 -2.15596  0.6225
N: 0.45919 -0.12888 2.89655  0.6578
C: 0.56097 -1.68623 -5.51375  -0.6623
C: 1.88434 0.16182 3.05196  -0.8700
C: 0.29935 1.71876 -0.18580  -0.6836
C: 3.23302 0.99036 0.41626  -1.4123
C: 0.79196 3.35140 -1.94054  -0.0509
C: -4.29710 -1.56242 -0.60470  -1.2203
C: 0.66221 4.38325 -1.03715  -0.7499
C: 0.61135 -0.71664 -4.53542  -0.2778
C: -1.65450 0.17658 -0.35075  -0.5631
C: -0.34658 0.88771 3.56698  -1.0800
C: 0.11482 -1.42865 3.46975  -1.2261
C: 2.75023 -0.65869 2.10408  -1.0495
C: -3.37100 -0.76096 2.33398  -1.1905
C: 0.15720 2.78230 0.69282  -0.6391
C: 0.61508 -3.03431 -5.17314  -0.3580
C: 0.36104 4.09831 0.29113  -0.7082
C: 0.71649 -1.08400 -3.18112  -0.2649
C: -4.40783 1.52094 0.33196  -1.2919
C: 3.09478 -1.31207 -0.17508  -1.2775
C: 0.64031 2.01897 -1.52870  0.3243
C: 0.72624 -3.39984 -3.83963  -0.9194
C: 0.77867 -2.43666 -2.84869  0.4098
H: 2.49804 -1.71474 2.19379  0.4072
H: -0.95406 -1.60119 3.36123  0.0755
H: -5.34088 -1.62761 -0.29166  0.3661
H: 2.83843 1.79951 1.02615  0.3539
H: -0.09573 1.87891 3.19770  0.5360
H: -5.44856 1.35633 0.61559  0.3866
H: 0.57023 0.33452 -4.77963  0.4238
H: -1.71547 0.39472 -1.41598  0.4720
H: -3.12938 0.06284 3.00639  0.3615
H: -4.38452 1.91436 -0.68470  0.3859
H: -2.65649 -1.57182 2.48320  0.1864
H: -1.39704 0.69784 3.35547  -0.0430
H: -0.19528 0.87396 4.65646  0.4089
H: -0.13385 2.60123 1.71810  0.1499
H: 0.56617 -3.79024 -5.94598  0.3823
H: 2.02354 1.22669 2.85644  0.3501
H: 3.09183 1.26096 -0.62754  0.3754
H: 0.37506 -1.46063 4.53906  0.3862
H: 0.27477 4.89780 1.01651  0.4655
H: 0.62275 -2.23929 2.95533  0.3562
H: 2.57155 -2.25353 -0.01245  0.3190
H: -4.36294 -1.12973 2.59881  0.4752
H: 3.80738 -0.54624 2.38173  0.4236
H: 4.30773 0.88445 0.61136  0.4012
H: 0.78032 5.40760 -1.36510  0.3687
H: 0.85028 -2.72502 -1.80733  0.0971
H: 1.00291 3.54252 -2.98566  0.4747
H: -3.97794 2.27073 0.99735  0.3793
H: 0.77010 -4.44554 -3.56455  0.4001
H: -3.82133 -2.52960 -0.44359  0.3637
H: 2.22081 -0.02151 4.08434  0.4811
H: -4.26421 -1.33285 -1.66985  0.3995
H: 2.96534 -1.01767 -1.21265  0.3402
H: 0.47377 -1.39800 -6.55374  0.3663
H: 4.16596 -1.45863 0.02071  0.4013


Molecular formula: C22H35CaNO4P2
Method: DFT, ωB97M-V with the def2-TZVPD basis set

* relative energy (zero: lowest compared OMol25 entry of this formula, charge and spin): 547.8 kJ/mol
* strongest force on any atom: 3.932 eV/A
* HOMO-LUMO gap (spin up / spin down): 3.222 / 3.446 eV
* LUMO energy (spin up / spin down): -0.0358 / -0.0359 Eh

Last column: natural (NBO) charge in e.
Cartesian coordinates (Å):
Ca: 2.20118 -1.48663 -1.12942  1.5963
P: -1.03573 -0.54899 -2.47338  1.5310
P: -0.40226 -3.15319 1.57034  0.7888
O: 0.11849 4.76752 5.57172  -0.3783
O: 3.37708 0.12909 1.54739  -0.6657
O: -1.62831 3.47631 5.51923  -0.3802
O: 1.33401 -0.17653 0.53533  -0.9441
N: -0.52563 3.83056 5.04607  0.4975
C: 2.06450 -2.76146 -3.88078  -0.3843
C: -0.97482 -2.85061 -0.30019  -0.7037
C: -0.00281 3.18449 3.88255  0.0160
C: 4.20102 -3.82892 -2.95018  -0.4382
C: -0.18509 -0.25166 -4.06620  -0.9690
C: 1.39190 1.35207 2.25639  -0.1134
C: 1.28718 3.49508 3.43435  -0.1716
C: -2.81203 -0.91475 -2.61038  -0.9646
C: 1.99229 2.57131 2.63441  -0.1911
C: 1.56151 -5.12321 -2.36617  -0.4336
C: 3.42966 -3.44430 -1.71223  -0.5589
C: 1.47752 -3.10934 1.52441  -0.9242
C: 2.21061 -4.08175 -1.53362  -0.5003
C: 0.49001 -4.66600 -3.43681  -0.4335
C: 2.15012 0.38194 1.41656  0.7549
C: 0.88014 -3.36583 -4.10835  -0.4355
C: -0.66426 2.04940 3.38867  -0.2017
C: -0.75898 0.92376 -1.48359  -0.9988
C: 0.02116 1.13706 2.57362  -0.1447
C: -0.68869 -4.98283 1.57483  -0.9503
C: 3.26876 -3.60545 -4.15845  -0.4293
C: -0.54212 -2.15550 -1.65415  -0.8421
H: 4.05016 -3.04585 -0.89078  0.1867
H: -2.99924 -1.56174 -3.48220  0.2703
H: 2.32383 -5.74874 -2.84389  0.1987
H: 3.79135 -3.24582 -5.06574  0.2030
H: -0.53351 0.28222 2.17320  0.2292
H: 1.90907 -4.05727 1.91079  0.2457
H: 0.16503 1.44916 -1.77541  0.2712
H: 1.04383 -5.81877 -1.66574  0.1951
H: 1.88084 -2.21292 2.05036  0.2546
H: -0.50237 -4.60972 -2.94468  0.1556
H: 2.29145 -1.72668 -3.61493  0.0726
H: -0.95809 -3.91554 -0.57454  0.2373
H: 0.33864 -5.49035 -4.16865  0.2017
H: 2.80994 -4.58266 -4.39159  0.2015
H: -0.99829 -2.80045 -2.41934  0.2924
H: -0.46464 -0.97409 -4.85471  0.2873
H: -1.57861 1.63583 -1.67020  0.2577
H: -3.08573 -1.47751 -1.70250  0.2619
H: -1.68398 1.95904 3.75618  0.2504
H: 1.73562 -4.24090 -0.57272  0.1945
H: -2.04681 -2.64290 -0.13453  0.2127
H: 0.90811 -0.33468 -3.91385  0.2730
H: -0.36778 0.76949 -4.46091  0.2586
H: 3.00022 2.80689 2.26688  0.2422
H: -1.52745 -5.28768 0.93441  0.2342
H: 4.50814 -4.89499 -2.94165  0.1861
H: 5.14812 -3.29401 -3.08254  0.2006
H: -0.71706 0.70272 -0.40970  0.3010
H: 0.47875 -2.48140 -1.90573  0.2721
H: 0.18116 -5.57254 1.26908  0.2325
H: 1.66830 4.45035 3.81323  0.2530
H: 1.74654 -3.06669 0.47251  0.1749
H: 0.32939 -3.10367 -5.00494  0.1648
H: -0.95710 -5.26206 2.59914  0.2423
H: -3.46361 -0.03264 -2.66691  0.2575


Question: Which of these has the lowest strongest force on any atom?
Answer: C22H35BN3O5S


Question: The lowest strongest force on any atom belongs to which entry?
Answer: C22H35BN3O5S